1.
Molecular formula: C42H48MoN5O3S3
Method: DFT, the ωB97M-V functional and the def2-TZVPD basis

Structure (XYZ):
```
102
C42H48MoN5O3S3 | OMol25 | the ωB97M-V functional and the def2-TZVPD basis
Mo -0.43524 -0.16619 0.51333
C -4.30666 -2.04463 -1.54902
C -3.47605 -2.50884 -0.34953
C -4.32250 -3.40457 0.56330
C -2.22053 -3.24360 -0.78963
C -2.35658 -4.21912 -1.77081
C -1.27476 -4.97868 -2.17783
C -0.03524 -4.76997 -1.60073
C 0.15951 -3.80452 -0.61705
C 1.53055 -3.68918 0.02518
C 1.70845 -4.80343 1.06332
C 2.65550 -3.73912 -1.01053
C -0.94630 -3.04676 -0.22457
N -0.83447 -2.06213 0.84640
C -1.04402 -2.55514 2.15550
O -1.15538 -3.71041 2.45291
C -1.13183 -1.43707 3.14553
C -1.36024 -1.56379 4.49676
C -1.48419 -0.39875 5.24924
C -1.41882 0.84036 4.62298
C -1.19372 0.86454 3.26563
N -1.02467 -0.24317 2.56927
C -1.22414 2.06096 2.37518
O -1.47699 3.16264 2.77559
N -1.00182 1.69818 1.03409
C -1.48549 2.71732 0.10481
C -0.64623 3.68455 -0.45750
C -1.22153 4.60095 -1.33764
C -2.57176 4.60065 -1.62615
C -3.39405 3.67522 -1.01178
C -2.87536 2.72527 -0.14039
C -3.86878 1.77263 0.51230
C -4.81551 1.14591 -0.51299
C -4.68404 2.48686 1.59755
C 0.84151 3.86503 -0.21080
C 1.24951 3.81103 1.26388
C 1.68138 2.94605 -1.10155
H -5.15440 -1.44999 -1.21049
H -4.71051 -2.89096 -2.10548
H -3.71874 -1.43795 -2.24208
H -3.19364 -1.62058 0.21970
H -4.66809 -4.27857 0.00692
H -5.20132 -2.86422 0.92142
H -3.75456 -3.76063 1.42400
H -3.32877 -4.39912 -2.21072
H -1.39796 -5.73818 -2.94000
H 0.80022 -5.38329 -1.91060
H 1.58890 -2.72952 0.54752
H 1.69138 -5.77990 0.57247
H 0.91262 -4.78847 1.80758
H 2.66856 -4.70022 1.57518
H 2.72246 -4.72031 -1.48262
H 3.61600 -3.55562 -0.53429
H 2.52540 -2.98786 -1.79305
H -1.44044 -2.55345 4.92614
H -1.65930 -0.45905 6.31479
H -1.55295 1.77284 5.15397
H -0.58112 5.35019 -1.78861
H -2.98525 5.33829 -2.30206
H -4.45910 3.69619 -1.20433
H -3.32564 0.95318 0.98521
H -5.48123 1.89020 -0.95143
H -5.44227 0.39517 -0.03085
H -4.26973 0.66500 -1.32771
H -5.31090 3.25715 1.14226
H -4.04464 2.97234 2.33356
H -5.34067 1.78148 2.11222
H 1.04604 4.88075 -0.55098
H 1.43250 2.79175 1.60284
H 0.48398 4.26102 1.89844
H 2.17182 4.37371 1.41558
H 1.67558 1.92320 -0.73135
H 2.71779 3.27238 -1.12964
H 1.30607 2.95590 -2.12957
S 6.90943 -1.80575 0.03674
C 5.56078 -0.93150 0.35639
S 4.15784 -1.70669 1.02692
C 3.27242 -0.22479 0.94584
N 3.95697 0.77413 0.52506
N 5.24167 0.40133 0.20317
C 6.11723 1.47145 -0.23309
C 7.46294 1.25795 -0.49846
C 8.25554 2.32299 -0.91273
C 7.73006 3.59295 -1.06170
C 6.38734 3.80019 -0.77569
C 5.58489 2.75204 -0.36333
S 1.66633 -0.09745 1.65197
H 7.90177 0.28246 -0.38668
H 9.30293 2.14101 -1.11662
H 8.35670 4.41318 -1.38814
H 5.95743 4.78996 -0.86852
H 4.55414 2.92509 -0.11549
C 0.05772 -1.50217 -3.09608
O 0.32521 -0.80036 -1.84062
C -0.41814 0.22314 -1.48763
C -1.16744 0.94142 -2.53681
H 0.22878 -0.82784 -3.92904
H -0.96037 -1.88644 -3.08988
H 0.76211 -2.32366 -3.11581
H -1.97224 0.29581 -2.90791
H -0.50895 1.15717 -3.38144
H -1.60063 1.86247 -2.16862
```

Calculated values
- orbital gap (alpha / beta) (eV) = 5.55 / 5.54
- F_max (eV/A) = 1.61
- total charge = +1
- highest occupied orbital energy (alpha / beta) (Ha) = -0.37402 / -0.37402
- DFT total energy (Ha) = -3391.29658

Results of the Löwdin charge analysis, in e, for atoms 1 through 2:
1 Mo 1.49
2 C -0.07

2.
Molecular formula: C49H62Br2N6O3P2STi
Method: DFT, the ωB97M-V functional and the def2-TZVPD basis

Structure (XYZ):
```
126
C49H62Br2N6O3P2STi | OMol25 | the ωB97M-V functional and the def2-TZVPD basis
Ti -0.42926 1.29913 -0.51751
C -3.60939 -5.91401 -0.96758
C -4.60774 -4.77375 -0.71765
C -5.74887 -4.85669 -1.74269
C -5.18176 -4.95620 0.69050
C -3.91167 -3.42611 -0.86759
C -4.18424 -2.34666 -0.04550
C -3.44362 -1.19178 -0.17335
Br -3.95512 0.26889 0.93402
C -2.36465 -1.02876 -1.06621
O -1.50465 -0.00283 -0.87977
C -2.25986 -2.03674 -2.06831
C -3.02138 -3.19096 -1.90491
C -1.48808 -1.97879 -3.39897
C -0.70924 -3.28906 -3.63501
C -2.55488 -1.81542 -4.49869
C -0.52795 -0.80838 -3.54084
H -4.09063 -6.87417 -0.77339
H -2.74741 -5.81832 -0.30497
H -3.25495 -5.92574 -1.99776
H -6.22710 -5.83770 -1.69691
H -5.36885 -4.70153 -2.75352
H -6.50232 -4.09448 -1.53809
H -5.61349 -5.95399 0.78149
H -5.97323 -4.23753 0.90411
H -4.39800 -4.85057 1.44270
H -4.96536 -2.37479 0.69964
H -2.90338 -3.96756 -2.64782
H -1.36317 -4.08795 -3.98798
H -0.21761 -3.63279 -2.72412
H 0.05695 -3.13199 -4.39522
H -3.28881 -2.62184 -4.46035
H -2.07772 -1.82213 -5.48128
H -3.07598 -0.86588 -4.36709
H 0.25708 -0.82360 -2.78803
H -1.06519 0.12968 -3.48179
H -0.05520 -0.85299 -4.52502
O 1.26528 1.03888 -1.48497
N 1.63954 2.17150 -1.99856
N 1.17705 3.15626 -1.35502
O 0.46412 2.95005 -0.27599
C 1.32931 4.48979 -1.83857
C 2.08239 4.74787 -2.97743
C 2.12196 6.03891 -3.47124
C 1.42287 7.05676 -2.83717
C 0.68307 6.78565 -1.69647
C 0.62843 5.49806 -1.19204
H 2.60868 3.94106 -3.46616
H 2.69245 6.24929 -4.36551
H 1.44779 8.06185 -3.23654
H 0.12804 7.57055 -1.20160
H 0.02710 5.26175 -0.32730
C 1.65221 -1.91794 -1.21103
P 1.33611 -1.09858 0.41050
C 3.14740 -1.01842 0.91684
N 3.82239 -2.11155 0.65498
C 5.14865 -2.15872 0.90624
C 5.87737 -3.34722 0.68223
C 7.22924 -3.35746 0.87756
C 7.90639 -2.18951 1.29002
C 7.22033 -1.03380 1.53537
C 5.81762 -1.00881 1.37447
N 5.11489 0.09998 1.69226
C 3.81528 0.11428 1.51506
P 2.83840 1.57002 2.09256
C 2.77606 1.02893 3.86680
C 4.12430 2.96874 2.23487
C 4.78399 3.14690 0.86257
C 3.30551 4.21773 2.58220
C 5.21742 2.79717 3.29313
C 0.79510 -2.60562 1.45764
C -0.73220 -2.64145 1.34345
C 1.36008 -3.94774 0.99310
C 1.20454 -2.38388 2.91606
H 2.39481 -2.70121 -1.09281
H 2.02197 -1.17095 -1.90937
H 0.71535 -2.32777 -1.58876
H 5.33907 -4.22970 0.36192
H 7.79619 -4.26372 0.70996
H 8.97979 -2.21853 1.42414
H 7.71895 -0.13227 1.86632
H 2.30879 1.82038 4.45427
H 3.77188 0.81356 4.25010
H 2.15869 0.13549 3.95348
H 4.04902 3.14890 0.05877
H 5.49203 2.34184 0.67459
H 5.32302 4.09721 0.82518
H 2.50747 4.37916 1.85812
H 3.95323 5.09819 2.59013
H 2.84530 4.12242 3.56865
H 5.75036 1.86176 3.16027
H 4.80903 2.84372 4.30338
H 5.93441 3.61759 3.18964
H -1.04280 -2.80713 0.30865
H -1.17998 -1.70638 1.68722
H -1.14014 -3.45597 1.94856
H 0.96743 -4.23211 0.01703
H 1.06002 -4.72100 1.70594
H 2.44659 -3.92778 0.95242
H 0.79855 -1.45428 3.31782
H 2.29095 -2.35804 3.01672
H 0.82690 -3.20090 3.53522
Br -2.61031 3.09033 5.63559
C -1.93608 2.57585 3.92633
C -2.22642 3.34907 2.81694
C -1.75048 2.94969 1.57479
C -1.01237 1.77534 1.41225
C -0.72903 1.04564 2.56367
C -1.17828 1.42440 3.82061
H -2.82681 4.24337 2.92176
H -2.01173 3.55765 0.71408
H -0.16742 0.12587 2.47553
H -0.96663 0.82021 4.69302
C -5.48418 4.39302 0.14665
C -4.93598 3.30557 -0.72754
C -5.72670 2.27367 -1.22560
C -5.10431 1.34856 -2.03987
N -3.81786 1.42424 -2.36765
C -3.13391 2.44704 -1.84946
S -1.46291 2.66036 -2.32359
N -3.64157 3.37840 -1.03233
H -6.41413 4.78318 -0.26662
H -4.74881 5.19043 0.21820
H -5.68732 4.00510 1.14682
H -6.77849 2.20463 -0.98608
H -5.64762 0.50859 -2.46187
```

Calculated values
- orbital gap (eV) = 7.46
- F_max (eV/A) = 3.07
- total charge = 0
- highest occupied orbital energy (Ha) = -0.29380
- DFT total energy (Ha) = -9537.02658

Results of the Löwdin charge analysis, in e, for atoms 1 through 2:
1 Ti 0.81
2 C -0.05